1.
A structure of composition C14H18N2O3 in a non-equilibrium geometry. Source: the OMol25 dataset; level of theory: ωB97M-V with the def2-TZVPD basis set.

Structure (XYZ):
```
37
Properties=species:S:1:pos:R:3
C -0.5498 0.3115 -0.2251
C 0.8159 -0.1974 -0.2435
C -1.5906 -0.8134 -0.2850
C -3.0636 -0.5480 -0.1540
C -4.0670 -0.3488 -1.1206
C -3.4602 -0.4952 1.1687
C -5.4622 -0.0515 -0.6431
C -4.6321 0.1876 1.6022
C -5.6997 0.3936 0.7374
C 3.2365 0.0896 -0.2513
C 3.7932 -1.2202 0.3354
C 3.9016 1.4119 -0.0111
C 2.8800 2.4707 -0.2568
C 1.8050 1.8216 0.7287
H -1.5465 1.5683 -0.8150
H -1.4079 0.4051 -2.1449
H -0.7223 0.9923 0.7546
H -1.1630 -1.5214 0.5286
H -1.0920 -1.2938 -1.2739
H -3.9689 -0.6810 -2.2070
H -2.8026 -0.7914 1.9090
H -6.3956 -0.0389 -1.2523
H -4.8058 0.0805 2.7538
H -6.7262 0.6976 0.9145
H 3.2048 -0.3342 -1.4173
H 4.9828 1.2393 -0.3990
H 4.0727 1.3080 1.1175
H 2.5098 2.6225 -1.4059
H 3.3132 3.4114 0.0125
H 2.3814 1.7754 1.7870
H 0.8777 2.5047 0.5421
H 2.2648 -2.2082 -0.4912
N -0.7489 1.1801 -1.3111
N 1.9255 0.3409 0.3508
O 0.8388 -1.2846 -0.9614
O 4.9530 -1.2368 0.8318
O 3.1265 -2.2856 0.0693
```

Properties
spin multiplicity	1
Kohn-Sham gap	9.7	eV
charge	0
E_tot	-23927.0705	eV
HOMO	-9.26	eV
largest force on an atom	0.103	Eh/bohr

---

2.
The molecule C14H18N2O5. Source: the OMol25 dataset; level of theory: ωB97M-V with the def2-TZVPD basis set.

Structure (XYZ):
```
39
Properties=species:S:1:pos:R:3
C 3.2134 -2.8011 3.0425
C 2.2008 -2.2302 4.0226
O 1.2528 -1.3968 3.3438
C 0.2595 -1.9934 2.7189
O -0.0092 -3.1675 2.7632
C -0.5583 -0.9969 1.9055
N -1.7541 -1.6711 1.4565
C -2.8885 -1.0446 1.0919
C -4.0495 -1.9694 0.8287
O -2.9507 0.1690 0.9719
C 0.3109 -0.4760 0.7148
O 1.4149 -0.9147 0.4856
N -0.3416 0.4861 0.0403
C 0.0725 1.1820 -1.1033
C 1.3336 1.0352 -1.6766
C 1.6670 1.7630 -2.7979
C 0.7597 2.6524 -3.3753
O 1.1984 3.3192 -4.4808
C 0.3278 4.2302 -5.1045
C -0.4993 2.7976 -2.8022
C -0.8337 2.0666 -1.6769
H 2.7204 -3.4798 2.3516
H 3.9846 -3.3413 3.5841
H 3.6668 -1.9966 2.4697
H 2.6782 -1.5722 4.7509
H 1.6631 -3.0334 4.5371
H -0.8200 -0.1313 2.5273
H -1.7207 -2.6776 1.5719
H -4.2846 -2.5395 1.7246
H -3.7953 -2.6641 0.0314
H -4.9163 -1.3849 0.5348
H -1.2948 0.6966 0.3488
H 2.0425 0.3512 -1.2417
H 2.6395 1.6590 -3.2518
H -0.5775 3.7357 -5.4720
H 0.8822 4.6369 -5.9490
H 0.0477 5.0463 -4.4303
H -1.2285 3.4739 -3.2192
H -1.8138 2.1814 -1.2368
```

Properties
spin multiplicity	1
Kohn-Sham gap	8.5	eV
charge	0
E_tot	-28029.0523	eV
HOMO	-7.84	eV
SMILES	CCOC(=O)[C@H](NC(C)=O)C(=O)Nc1ccc(OC)cc1
largest force on an atom	0.014	Eh/bohr

---

3.
A cluster of 2 separate species, C14H18N3O8 in total in a non-equilibrium geometry. Source: the OMol25 dataset; level of theory: ωB97M-V with the def2-TZVPD basis set.

Structure (XYZ):
```
43
Properties=species:S:1:pos:R:3
O -5.4746 -3.5658 -1.6802
O -2.7042 -2.0943 3.2865
O 2.8987 1.7099 -2.3720
O 4.2996 3.3393 2.8002
O -0.6636 1.4996 0.2550
O 5.9206 1.8398 2.5897
O -6.4751 -4.0930 0.2712
O -4.8842 -3.4964 2.4724
C -5.4804 -3.5367 -0.4559
C -2.9439 -2.0723 2.0815
C 2.9888 0.5900 -1.8892
C 4.7473 2.2373 2.4104
C 0.4223 1.7468 -0.2678
C -2.1111 -1.3048 1.1792
C -4.1006 -2.8226 1.5609
C -2.3796 -1.3169 -0.1650
C -4.3382 -2.8217 0.1871
N -3.4400 -2.1007 -0.6427
N 0.5325 2.6076 -1.2837
N 2.4235 0.2032 -0.7454
C 3.7902 -0.4683 -2.6066
C -0.5552 3.4098 -1.8359
C 3.7967 1.2777 1.6771
C 2.6379 1.9986 0.9649
C 1.6883 1.0270 0.2394
H -7.0738 -4.4726 -0.3853
H -4.5176 -3.3300 3.3626
H -1.3045 -0.7033 1.5839
H -1.7677 -0.7103 -0.8336
H -3.6418 -2.1117 -1.6479
H 1.4575 2.6960 -1.6965
H 2.6164 -0.7419 -0.4625
H 4.2497 -0.0245 -3.4883
H 4.5686 -0.8376 -1.9409
H 3.1308 -1.2811 -2.9008
H -1.2172 3.7375 -1.0316
H -0.1432 4.2858 -2.3379
H -1.1259 2.8160 -2.5503
H 4.3713 0.7098 0.9416
H 3.3775 0.5676 2.3945
H 2.0544 2.5478 1.7049
H 3.0448 2.7131 0.2480
H 1.3253 0.3462 1.0090
```

Properties
spin multiplicity	1
Kohn-Sham gap	5.6	eV
charge	-1
E_tot	-35663.4084	eV
HOMO	-4.12	eV
largest force on an atom	0.045	Eh/bohr

---

4.
The molecule C14H18N6O in a non-equilibrium geometry. Source: the OMol25 dataset; level of theory: ωB97M-V with the def2-TZVPD basis set.

Structure (XYZ):
```
39
Properties=species:S:1:pos:R:3
C -1.6106 -2.7971 1.4135
C -0.5514 -1.8193 0.8937
C 0.1665 -1.0647 2.0227
C 1.1119 -1.9648 2.8112
C 2.0923 -2.6270 1.8501
C 1.3229 -3.4000 0.7843
N 0.4251 -2.5094 0.0674
C 0.6112 -2.3602 -1.2547
O 1.4213 -3.0049 -1.8909
C -0.2745 -1.3427 -1.9943
N 0.0009 -0.0013 -1.5710
N 1.0255 0.3479 -0.8339
N 0.9709 1.6217 -0.6830
C -0.1194 2.0472 -1.3555
C -0.5344 3.4291 -1.4423
C 0.2078 4.4355 -0.8261
C -0.2263 5.7428 -0.9472
C -1.3815 5.9908 -1.6765
N -2.0918 5.0408 -2.2629
C -1.6804 3.7937 -2.1506
N -0.7473 1.0198 -1.9224
H -2.4107 -2.2420 1.8963
H -2.0320 -3.3649 0.5867
H -1.1974 -3.4948 2.1343
H -1.0747 -1.0786 0.2856
H -0.5811 -0.6216 2.6826
H 0.7499 -0.2576 1.5743
H 1.6506 -1.3671 3.5480
H 0.5493 -2.7282 3.3522
H 2.7563 -3.3085 2.3829
H 2.6993 -1.8614 1.3641
H 2.0027 -3.8313 0.0484
H 0.7446 -4.2075 1.2426
H -1.3407 -1.5480 -1.8653
H -0.0316 -1.4350 -3.0587
H 1.0990 4.1775 -0.2741
H 0.3182 6.5533 -0.4882
H -1.7599 6.9971 -1.8003
H -2.2805 3.0407 -2.6431
```

Properties
spin multiplicity	1
Kohn-Sham gap	9.7	eV
charge	0
E_tot	-25797.9332	eV
HOMO	-9.29	eV
SMILES	C[C@H]1CCCCN1C(=O)Cn1nnc(-c2cccnc2)n1
largest force on an atom	0.020	Eh/bohr

---

5.
The molecule C14H18N6O2S in a non-equilibrium geometry. Source: the OMol25 dataset; level of theory: ωB97M-V with the def2-TZVPD basis set.

Structure (XYZ):
```
41
Properties=species:S:1:pos:R:3
C 2.4021 -4.0457 -0.6617
C 1.4597 -2.8612 -0.7073
O 1.2173 -2.1674 0.2540
N 0.9320 -2.6616 -1.9497
C 0.0619 -1.6346 -2.3394
C 0.0859 -1.1961 -3.6608
C -0.7263 -0.1484 -4.0527
C -1.5704 0.4641 -3.1454
C -1.6251 -0.0037 -1.8368
N -2.4671 0.6437 -0.9169
C -3.0223 0.0727 0.1811
O -3.1078 -1.1170 0.3764
C -3.5110 1.0926 1.2041
S -2.1610 1.2945 2.4203
C -0.9826 2.0456 1.3999
N -1.1959 2.7449 0.2987
N 0.0007 3.1204 -0.1284
N 0.9198 2.7060 0.6366
N 0.3522 2.0108 1.6221
C 1.0937 1.3750 2.6850
C 2.1778 0.4929 2.0764
C 1.6755 2.4541 3.5950
C -0.8119 -1.0526 -1.4318
H 2.7509 -4.1854 0.3571
H 1.8893 -4.9459 -0.9933
H 3.2584 -3.8690 -1.3097
H 1.3100 -3.2154 -2.7055
H 0.7507 -1.6649 -4.3721
H -0.6935 0.2004 -5.0737
H -2.1866 1.2981 -3.4440
H -2.5044 1.6530 -1.0056
H -4.3463 0.6910 1.7748
H -3.7456 2.0688 0.7855
H 0.3729 0.7639 3.2406
H 1.7409 -0.2970 1.4693
H 2.7612 0.0348 2.8697
H 2.8344 1.0952 1.4534
H 2.2253 1.9917 4.4092
H 2.3510 3.0891 3.0264
H 0.8832 3.0703 4.0158
H -0.8487 -1.4075 -0.4167
```

Properties
spin multiplicity	1
Kohn-Sham gap	9.1	eV
charge	0
E_tot	-38681.3176	eV
HOMO	-8.45	eV
SMILES	CC(=O)Nc1cccc(NC(=O)CSc2nnnn2C(C)C)c1
largest force on an atom	0.036	Eh/bohr

---

6.
The molecule C14H18O3 in a non-equilibrium geometry. Source: the OMol25 dataset; level of theory: ωB97M-V with the def2-TZVPD basis set.

Structure (XYZ):
```
35
Properties=species:S:1:pos:R:3
C 2.5784 0.3228 -1.6249
O 1.3566 0.7597 -1.0389
C 0.4393 -0.2027 -0.5677
C -0.9177 0.1634 -1.1748
C -1.8360 -0.8450 -1.4590
C -3.1622 -0.5086 -1.7404
C -3.5299 0.8414 -1.8282
C -2.5630 1.8492 -1.6970
C -1.2436 1.5032 -1.3988
C 0.4223 -0.1304 0.9584
C -0.1121 1.2127 1.4430
C -0.5383 -1.2459 1.4749
C -0.1132 -2.6745 1.3668
O -1.6553 -0.9573 1.8872
C 1.9215 -0.3767 1.3690
C 2.6446 0.7045 2.1172
O 2.5063 -1.3718 0.9613
H 3.2104 1.2172 -1.6541
H 3.0758 -0.4442 -1.0172
H 2.3834 -0.0643 -2.6318
H 0.7083 -1.2323 -0.8864
H -1.4970 -1.8817 -1.4178
H -3.8958 -1.2977 -1.9039
H -4.5738 1.1119 -2.0099
H -2.8217 2.9031 -1.8263
H -0.4625 2.2636 -1.3185
H 0.4240 2.0266 0.9424
H -1.1798 1.2862 1.2266
H 0.0110 1.2674 2.5307
H 0.9633 -2.8009 1.4815
H -0.6426 -3.2169 2.1552
H -0.4054 -3.0919 0.3935
H 2.0449 1.0985 2.9468
H 3.5745 0.2812 2.5136
H 2.8851 1.5304 1.4276
```

Properties
spin multiplicity	1
Kohn-Sham gap	9.7	eV
charge	0
E_tot	-20951.7515	eV
HOMO	-9.11	eV
SMILES	CO[C@H](c1ccccc1)C(C)(C(C)=O)C(C)=O
largest force on an atom	0.032	Eh/bohr

---

- What is the HOMO in the sixth record?
  -9.11 eV

---

- Which value of largest force on an atom does entry 5 give?
  0.036 Eh/bohr

---

- Among the records above, which one has the lowest Kohn-Sham gap?
  C14H18N3O8

---

- Which formula does entry 3 have?
  C14H18N3O8